1.
117
Properties=species:S:1:pos:R:3:forces:R:3:mulliken_spin:R:1 method="wB97M-V/def2-TZVPD" charge=-1 homo_ev="-6.0105 / -6.3390" homo_lumo_gap_ev="7.3 / 7.7" spin_multiplicity=2 de_lowest_kcal_mol=1.95
V -0.161649 0.048750 -0.595398 -1.4 0.1 -0.1 1.05
C 2.428291 2.119675 -3.354039 -0.1 0.0 0.1 0.00
C 2.458094 2.235252 -1.828761 0.1 0.3 -0.1 0.01
C 3.853893 2.627750 -1.329162 0.0 -0.1 0.1 0.00
C 1.435509 3.235855 -1.312982 0.0 -0.1 -0.1 0.00
C 1.375861 4.504150 -1.878840 0.0 0.1 0.0 0.00
C 0.481482 5.452405 -1.414972 0.0 0.0 0.1 0.00
C -0.370405 5.139366 -0.368670 0.1 0.0 0.0 0.00
C -0.343110 3.882143 0.225128 -0.1 0.0 0.1 -0.01
C -1.243176 3.579869 1.409879 0.0 0.2 0.0 0.00
C -2.607426 4.260328 1.295635 0.0 -0.1 -0.1 0.00
C -0.550361 3.997941 2.714473 0.0 -0.1 0.0 0.00
C 0.563706 2.938129 -0.262026 0.1 -0.2 0.2 0.00
N 0.609144 1.627947 0.338392 0.5 0.4 0.4 -0.03
C 1.505073 1.450538 1.334140 -0.3 -0.1 0.0 0.01
O 2.261938 2.265089 1.840353 0.1 -0.1 0.1 0.02
C 1.462386 0.011290 1.829696 0.0 0.2 -0.2 0.03
C 2.111770 -0.494755 2.933515 0.1 -0.1 0.1 0.00
C 1.929874 -1.843025 3.230405 -0.1 0.0 0.0 0.00
C 1.131582 -2.644815 2.419345 0.1 -0.1 0.2 0.01
C 0.552262 -2.069204 1.307846 0.2 0.1 -0.2 0.03
N 0.720083 -0.776290 1.056684 0.7 -0.3 0.7 -0.04
C -0.080260 -2.819715 0.153136 -0.3 0.3 -0.2 0.01
O -0.183807 -4.039398 0.203836 0.1 0.0 0.1 0.03
N -0.368722 -1.982516 -0.873764 0.5 -0.9 0.4 -0.05
C -0.428650 -2.614715 -2.172463 -0.3 0.2 0.2 -0.01
C -1.646302 -3.066575 -2.696683 0.0 -0.3 0.3 -0.01
C -1.670362 -3.557690 -3.997223 0.0 0.1 -0.1 0.00
C -0.511298 -3.641061 -4.747483 0.0 0.0 0.0 0.00
C 0.696634 -3.264156 -4.188525 0.0 0.0 0.0 0.00
C 0.758015 -2.731765 -2.907249 0.0 0.2 0.0 0.01
C 2.093972 -2.300697 -2.327598 0.1 -0.1 -0.3 0.01
C 2.788002 -3.487710 -1.649538 0.0 0.1 0.1 0.00
C 3.009904 -1.673301 -3.383704 -0.2 0.1 0.0 0.00
C -2.869415 -3.238377 -1.811760 0.0 0.0 -0.2 0.00
C -4.189279 -2.841088 -2.477692 0.1 0.1 0.0 0.00
C -2.934011 -4.712094 -1.383000 0.0 0.0 0.1 0.00
H 3.209417 1.435481 -3.693920 0.0 0.0 0.0 0.00
H 2.607568 3.087077 -3.826693 0.1 0.0 0.0 0.00
H 1.458275 1.755312 -3.695220 0.0 0.0 0.0 0.00
H 2.222121 1.252018 -1.420911 0.0 0.0 0.0 -0.01
H 4.146730 3.595295 -1.744415 0.0 0.0 0.0 0.00
H 4.594885 1.884003 -1.635892 0.0 0.0 0.0 0.00
H 3.867225 2.700949 -0.240476 0.0 0.0 0.0 0.00
H 2.045833 4.764274 -2.689113 0.0 0.0 0.0 0.00
H 0.447504 6.436371 -1.867058 0.0 0.0 0.0 0.00
H -1.058798 5.888804 -0.001034 0.0 0.0 0.0 0.00
H -1.405204 2.500669 1.448597 0.0 0.0 -0.1 0.02
H -2.524255 5.340638 1.438197 0.0 0.0 0.0 0.00
H -3.284382 3.879416 2.060940 0.0 0.0 0.0 0.00
H -3.055401 4.071108 0.318927 0.0 0.0 0.0 0.00
H -0.435732 5.085092 2.745995 0.0 0.0 0.0 0.00
H 0.443178 3.555218 2.792721 0.0 0.0 0.0 0.00
H -1.141694 3.683971 3.579973 0.0 0.0 0.0 0.00
H 2.738847 0.157926 3.525267 0.0 0.0 0.0 0.00
H 2.418164 -2.272634 4.096495 0.0 0.0 0.0 0.00
H 0.979542 -3.699425 2.602320 0.0 0.0 0.0 0.00
H -2.612435 -3.876304 -4.427476 0.0 0.0 0.0 0.00
H -0.548596 -4.005001 -5.766934 0.0 0.0 0.0 0.00
H 1.602903 -3.369839 -4.771183 0.0 0.1 0.0 0.00
H 1.909806 -1.535089 -1.570554 0.0 0.0 0.1 0.01
H 3.048683 -4.240860 -2.397624 0.0 0.0 0.0 0.00
H 2.144168 -3.961321 -0.908145 0.0 0.0 0.0 0.00
H 3.707075 -3.163849 -1.151571 0.0 0.0 -0.1 0.00
H 3.445092 -2.433082 -4.036171 0.0 0.0 0.0 0.00
H 3.829566 -1.135493 -2.902281 0.0 0.0 0.0 0.00
H 2.447375 -0.968709 -3.999781 0.1 0.0 0.0 0.00
H -2.725255 -2.649919 -0.905132 0.0 0.1 -0.1 0.00
H -4.475505 -3.576779 -3.233241 0.0 0.0 0.0 0.00
H -4.145405 -1.870400 -2.976937 0.0 0.0 0.1 0.00
H -4.979555 -2.796978 -1.726690 0.0 -0.1 -0.1 0.00
H -3.081497 -5.349128 -2.259257 0.0 0.0 0.0 0.00
H -3.767722 -4.865501 -0.694170 0.0 0.0 -0.1 0.00
H -2.009816 -5.004315 -0.885568 0.0 0.0 0.0 0.00
F -2.427736 1.636061 -0.703029 0.1 0.0 0.3 0.01
Te -1.983808 0.181210 -3.403206 -0.9 0.9 -2.5 -0.01
F -1.628319 1.939622 -3.897555 0.2 0.3 0.2 0.00
F -3.729192 1.083886 -3.089604 -0.1 -0.4 0.6 0.00
F -0.486461 -0.112730 -4.580087 0.3 -0.5 0.2 0.00
F -2.859743 -0.076628 -5.075201 -0.2 -0.4 -0.1 0.00
O -0.287133 0.604850 -2.108701 0.8 0.1 -0.4 -0.05
C -2.174393 0.303838 -0.254136 -0.1 0.4 0.1 -0.06
Ge -3.320840 0.058016 1.339274 -0.2 -0.4 0.0 0.02
C -4.706148 1.419909 1.278759 0.0 0.2 -0.2 0.00
C -5.258679 1.771218 0.042477 0.0 0.1 0.1 0.00
C -6.281951 2.707759 -0.023474 0.0 0.0 0.0 0.00
C -6.767791 3.297920 1.136855 0.0 0.0 0.0 0.00
C -6.219672 2.961786 2.366341 0.0 0.0 0.0 0.00
C -5.187977 2.032276 2.432882 -0.1 0.0 0.0 0.00
C -2.704013 -0.150076 3.187993 0.1 0.0 0.1 0.00
C -3.665737 -0.590588 4.105480 0.1 0.0 0.0 0.00
C -3.318251 -0.909163 5.409809 0.0 0.0 -0.1 0.00
C -1.992706 -0.813355 5.819127 0.0 0.0 0.0 0.00
C -1.031900 -0.361703 4.929373 0.0 0.0 0.0 0.00
C -1.392420 -0.024623 3.628485 -0.1 0.1 0.1 -0.01
C -4.283701 -1.654509 1.152527 -0.1 -0.1 0.1 0.00
C -3.723118 -2.833924 1.650837 0.0 0.0 -0.1 0.00
C -4.470914 -3.997786 1.752578 0.0 0.0 0.0 0.00
C -5.803679 -4.002247 1.359460 0.0 0.0 0.0 0.00
C -6.366152 -2.852287 0.826481 0.0 0.1 0.0 0.00
C -5.607479 -1.690519 0.715677 0.0 -0.1 0.1 0.00
H -2.731692 -0.327359 -0.959696 0.0 -0.2 0.1 0.00
H -4.880226 1.337416 -0.878309 0.0 0.0 0.0 0.00
H -6.692010 2.983117 -0.987272 0.0 0.0 0.0 0.00
H -7.573352 4.020245 1.080472 0.0 0.0 0.0 0.00
H -6.585340 3.427246 3.273689 0.0 0.0 0.0 0.00
H -4.750969 1.792397 3.395712 0.0 0.0 0.0 0.00
H -4.697847 -0.698444 3.788928 0.0 -0.1 0.0 0.00
H -4.079377 -1.245078 6.103167 0.0 0.0 0.0 0.00
H -1.715845 -1.083473 6.830995 0.0 0.0 0.0 0.00
H 0.002373 -0.277174 5.240481 0.0 0.0 0.0 0.00
H -0.640052 0.356215 2.954739 0.0 0.0 0.0 0.01
H -2.685009 -2.845001 1.970522 0.0 0.0 0.1 0.00
H -4.014733 -4.897160 2.147956 0.0 0.0 0.0 0.00
H -6.399896 -4.899572 1.472021 0.0 0.0 0.0 0.00
H -7.400746 -2.849124 0.504797 0.0 0.0 0.0 0.00
H -6.062034 -0.796102 0.306015 0.0 0.0 0.0 0.00

2.
117
Properties=species:S:1:pos:R:3:forces:R:3:lowdin_charge:R:1 method="wB97M-V/def2-TZVPD" smiles="CC(C)[C@@H](C)COCOC(=O)CCC(F)(F)C(F)(F)C(F)(F)C(F)(F)F.c1ccccc1.c1ccccc1.c1ccccc1.c1ccccc1.c1ccccc1.c1ccccc1" homo_ev=-9.2417 homo_lumo_gap_ev=9.5
C 5.523736 3.918836 0.111857 0.4 -0.3 0.3 -0.09
C 6.412110 4.035255 1.454989 0.1 0.2 -0.4 -0.35
C 7.820733 4.785668 1.163933 -0.3 -0.1 0.6 -0.09
C 5.586222 4.702455 2.655893 0.6 0.3 -0.1 -0.30
C 6.445244 4.744966 4.006959 -1.0 -0.7 0.2 -0.09
C 5.077952 6.198026 2.351771 1.1 -0.5 0.7 -0.18
O 3.721514 6.304450 2.847271 -0.2 0.5 -2.1 -0.11
C 2.754362 6.319054 1.793618 0.4 0.1 -0.3 -0.21
O 1.672468 7.206250 2.211071 -1.6 -2.1 -1.3 -0.02
C 0.473980 6.416730 2.318068 0.2 -1.6 2.3 -0.35
O 0.466770 5.524057 3.176668 -0.5 2.5 -3.0 0.10
C -0.739098 6.703133 1.298906 1.3 -0.1 -0.2 -0.05
C -1.813810 5.527182 1.255950 -0.1 0.5 -0.5 -0.07
C -2.883017 5.548237 2.432850 1.4 1.9 0.8 -0.29
F -2.363797 5.080916 3.676643 -1.4 0.5 -2.8 0.07
F -3.172227 6.936014 2.675422 0.2 -2.5 -0.4 0.04
C -4.289453 4.877399 2.082126 -1.4 1.2 1.7 -0.22
F -4.971633 4.693843 3.322435 1.4 0.0 -2.5 0.09
F -5.094509 5.807516 1.366105 2.0 -2.4 1.0 0.09
C -4.222584 3.455800 1.370159 -2.4 -0.4 -1.3 -0.20
F -3.779911 3.517315 0.020428 -0.4 0.0 3.3 0.09
F -5.573784 3.005302 1.274834 2.7 0.9 0.3 0.09
C -3.461719 2.310484 2.194737 0.2 -2.9 -0.2 -0.32
F -2.099930 2.535977 2.373690 -3.1 -0.2 0.0 0.13
F -4.126093 1.963202 3.390012 2.0 1.5 -2.8 0.12
F -3.555274 1.143072 1.385575 0.2 2.6 1.7 0.07
H 4.835351 3.019958 0.221143 0.7 1.2 -0.3 0.08
H 6.198024 3.763045 -0.807381 -1.0 0.1 1.4 0.08
H 4.895475 4.845772 -0.090550 0.8 -1.1 0.3 0.06
H 6.673225 2.971621 1.781195 -0.4 1.4 -0.4 0.13
H 8.670778 4.131021 1.548472 -1.0 0.9 -0.6 0.08
H 7.959616 4.973054 0.049222 -0.1 -0.2 1.5 0.07
H 7.890703 5.765917 1.758573 -0.1 -1.3 -1.1 0.07
H 4.656945 4.065243 2.864935 1.2 0.9 -0.4 0.15
H 7.494070 5.169045 3.879833 -1.5 -0.5 0.1 0.08
H 6.501547 3.675136 4.400939 0.2 1.4 -0.4 0.08
H 5.845850 5.331874 4.795712 1.1 -0.7 -1.2 0.09
H 5.716712 6.910450 2.978121 -1.0 -0.8 -0.8 0.13
H 5.211629 6.513893 1.265706 -0.5 -0.5 1.3 0.12
H 3.149843 6.753728 0.811811 -0.1 -0.4 1.5 0.14
H 2.387723 5.260630 1.545423 0.2 1.4 0.7 0.15
H -1.166094 7.742571 1.454138 0.5 -1.4 0.0 0.13
H -0.240094 6.722638 0.259876 -0.7 0.0 1.5 0.14
H -2.409393 5.673874 0.279879 0.8 -0.2 1.5 0.13
H -1.251954 4.549066 1.134455 -1.0 1.1 0.5 0.14
C -2.484609 -3.455441 -1.364217 0.0 0.1 0.1 -0.10
C -2.710858 -2.109055 -1.094505 0.0 -0.1 0.0 -0.09
C -2.543337 -1.619960 0.196642 0.0 0.0 0.0 -0.09
C -2.153601 -2.477864 1.220341 0.0 -0.1 -0.1 -0.09
C -1.936316 -3.826201 0.952661 0.0 0.1 0.0 -0.09
C -2.100196 -4.314788 -0.339568 0.0 0.1 0.0 -0.09
H -2.608790 -3.835537 -2.373015 0.0 0.0 0.1 0.08
H -3.017254 -1.439981 -1.892143 0.0 0.0 0.1 0.10
H -2.716459 -0.570304 0.405089 0.1 -0.2 -0.1 0.08
H -2.020526 -2.095900 2.226794 0.0 0.0 -0.1 0.09
H -1.638107 -4.496653 1.752009 0.0 0.1 -0.1 0.08
H -1.928542 -5.365338 -0.548635 0.0 0.1 0.0 0.10
C 0.212644 -5.193683 4.166654 0.0 0.0 0.1 -0.10
C -0.013605 -3.847350 4.436220 0.0 -0.1 0.0 -0.09
C 0.153905 -3.358069 5.727712 0.0 -0.1 0.0 -0.09
C 0.543678 -4.216087 6.751264 0.0 0.0 -0.1 -0.10
C 0.760991 -5.563964 6.483511 0.0 0.0 -0.1 -0.10
C 0.597121 -6.052663 5.191438 0.0 0.1 0.0 -0.11
H 0.088572 -5.573838 3.158329 0.0 0.0 0.1 0.09
H -0.320030 -3.178677 3.638552 0.1 0.0 0.0 0.08
H -0.019234 -2.307916 5.936898 0.0 -0.1 0.0 0.10
H 0.676827 -3.834445 7.757586 0.0 0.0 -0.1 0.10
H 1.059352 -6.234387 7.282771 0.0 0.1 -0.1 0.10
H 0.768975 -7.103025 4.982416 0.0 0.1 0.0 0.10
C -2.815996 -1.827590 -5.137224 -0.2 0.2 0.0 -0.12
C -4.050618 -2.468499 -5.082524 0.0 0.1 0.0 -0.11
C -5.052133 -2.128090 -5.985546 0.1 0.0 0.0 -0.09
C -4.821478 -1.143499 -6.941517 0.1 0.0 0.1 -0.09
C -3.590845 -0.496538 -6.990344 0.0 0.0 0.0 -0.10
C -2.587520 -0.839220 -6.089533 0.0 0.0 0.0 -0.09
H -2.032366 -2.097789 -4.436881 0.0 0.1 0.0 0.10
H -4.231560 -3.234606 -4.335597 0.0 0.0 -0.1 0.10
H -6.012808 -2.629908 -5.944847 0.1 0.0 0.0 0.10
H -5.601400 -0.879820 -7.647386 0.1 0.0 0.1 0.10
H -3.412990 0.275259 -7.731880 0.0 -0.1 0.1 0.10
H -1.627339 -0.336244 -6.129147 -0.1 0.0 0.0 0.10
C -2.930271 4.588056 -5.074885 0.0 0.0 0.1 -0.10
C -3.985906 3.839202 -4.564348 0.0 0.1 0.0 -0.09
C -4.500358 4.129265 -3.304965 0.1 0.0 0.0 -0.09
C -3.956116 5.166068 -2.553576 0.1 0.0 -0.1 -0.11
C -2.894468 5.909029 -3.060148 0.0 -0.1 0.0 -0.10
C -2.382357 5.621440 -4.321279 0.0 -0.1 0.0 -0.10
H -2.533794 4.365927 -6.059593 0.0 0.0 0.1 0.10
H -4.408625 3.029049 -5.149105 0.0 0.1 0.0 0.10
H -5.325533 3.547477 -2.908535 0.1 0.0 0.0 0.10
H -4.358716 5.394134 -1.572839 0.0 0.0 -0.1 0.08
H -2.465908 6.714143 -2.471673 0.0 0.0 -0.1 0.10
H -1.556227 6.202196 -4.717235 -0.1 0.0 0.0 0.10
C 5.100506 -8.587941 2.621034 0.0 0.1 0.0 -0.10
C 4.880069 -8.874258 3.964357 0.0 0.0 0.0 -0.10
C 4.331967 -7.907707 4.801515 0.0 0.0 -0.1 -0.10
C 4.008012 -6.652485 4.296040 0.1 0.0 0.0 -0.10
C 4.236908 -6.363161 2.954772 0.0 -0.1 0.0 -0.09
C 4.781554 -7.330829 2.116692 0.0 0.0 0.1 -0.10
H 5.521658 -9.343776 1.967095 0.0 0.1 0.0 0.10
H 5.134973 -9.852086 4.359200 0.0 0.1 0.0 0.10
H 4.157025 -8.132389 5.848309 0.0 0.0 -0.1 0.10
H 3.578279 -5.899738 4.947741 0.0 0.0 -0.1 0.09
H 3.989715 -5.382503 2.561817 0.0 -0.1 0.0 0.10
H 4.957834 -7.105835 1.070334 0.0 0.0 0.1 0.10
C -1.915236 -7.012043 -7.317586 0.0 0.0 0.1 -0.10
C -2.140989 -5.666153 -7.047677 0.0 -0.1 0.0 -0.09
C -1.973356 -5.177260 -5.756269 0.1 -0.1 0.0 -0.09
C -1.583594 -6.036042 -4.732796 0.0 0.0 -0.1 -0.09
C -1.366692 -7.383874 -5.000850 0.0 0.0 0.0 -0.10
C -1.530840 -7.871850 -6.293074 0.0 0.1 0.0 -0.10
H -2.039637 -7.391562 -8.325957 0.0 0.0 0.1 0.10
H -2.447284 -4.997004 -7.844971 0.0 0.0 0.1 0.10
H -2.146232 -4.127887 -5.547080 0.1 -0.2 -0.1 0.06
H -1.450106 -5.654735 -3.725917 0.0 0.0 -0.1 0.09
H -1.068523 -8.054695 -4.201898 0.0 0.1 -0.1 0.10
H -1.359474 -8.922206 -6.502497 0.0 0.1 0.0 0.10